No. 1
Formula: C45H42BBaN10O2S4Se2
Source: OMol25
Level of theory: the ωB97M-V functional and the def2-TZVPD basis

```
107
Properties=species:S:1:pos:R:3:forces:R:3
Ba 0.288 0.552 -0.765 -1.6 -0.5 -0.3
C 5.004 1.000 2.468 -0.1 -0.2 -0.1
C 3.588 1.350 2.170 0.0 0.6 0.2
C 3.018 2.595 2.329 -0.1 -0.3 0.0
C 1.718 2.469 1.819 0.8 -0.3 0.3
N 1.523 1.213 1.410 -0.6 0.7 0.5
N 2.658 0.537 1.626 0.8 0.0 0.2
B 2.890 -0.965 1.354 -0.5 -0.1 -0.1
N 1.831 -1.811 2.098 0.6 -0.4 0.5
N 0.520 -1.784 1.864 -1.0 0.3 -0.3
C -0.078 -2.533 2.798 0.9 0.1 0.0
C 0.900 -3.067 3.657 0.0 0.2 -0.2
C 2.100 -2.590 3.173 -0.2 -0.2 0.2
C 3.458 -2.908 3.700 0.0 0.2 -0.1
C -1.515 -2.771 2.837 -0.5 0.0 -0.1
C -2.381 -2.074 1.994 0.2 0.0 0.2
C -3.733 -2.355 1.995 -0.1 0.1 -0.1
C -4.255 -3.308 2.854 -0.1 0.0 0.0
C -3.409 -3.986 3.715 -0.1 -0.1 0.1
C -2.051 -3.726 3.704 0.1 0.1 -0.1
N 3.011 -1.345 -0.133 0.8 -0.1 0.3
N 2.009 -1.396 -1.017 -0.5 -0.6 -0.7
C 2.519 -1.768 -2.197 0.7 0.0 0.7
C 3.901 -1.964 -2.052 -0.2 0.0 0.2
C 4.175 -1.686 -0.731 0.1 -0.2 -0.6
C 5.523 -1.743 -0.098 -0.1 0.1 0.2
C 1.753 -1.926 -3.428 -0.4 0.0 -0.4
C 2.403 -2.244 -4.622 0.0 0.1 0.1
C 1.704 -2.350 -5.809 0.0 0.0 -0.1
C 0.334 -2.143 -5.832 -0.1 0.0 0.0
C -0.328 -1.849 -4.653 -0.2 0.0 0.0
C 0.371 -1.749 -3.466 0.4 0.0 0.1
C 0.784 3.589 1.717 -0.3 0.3 -0.1
C 0.822 4.597 2.687 0.1 0.0 -0.2
C 0.046 5.735 2.566 0.1 0.1 0.0
C -0.825 5.870 1.496 0.0 0.0 -0.1
C -0.877 4.879 0.528 -0.1 0.2 -0.1
C -0.063 3.765 0.626 0.1 -0.2 0.2
H 5.495 1.850 2.937 0.0 0.0 0.0
H 5.518 0.775 1.536 0.2 0.0 0.0
H 5.089 0.136 3.123 0.1 -0.1 0.0
H 3.490 3.480 2.715 0.1 0.1 0.0
H 3.923 -1.237 1.847 0.3 0.0 0.1
H 0.766 -3.699 4.514 0.0 -0.1 0.1
H 3.373 -3.631 4.510 0.0 0.0 0.0
H 3.956 -2.016 4.078 0.1 0.0 0.0
H 4.084 -3.336 2.917 0.1 0.0 0.0
H -1.991 -1.312 1.337 0.0 0.1 -0.1
H -4.378 -1.820 1.313 0.0 0.0 0.0
H -5.315 -3.516 2.859 -0.1 0.0 0.0
H -3.805 -4.729 4.395 0.0 0.0 0.0
H -1.403 -4.272 4.373 0.1 0.0 0.0
H 4.616 -2.251 -2.798 0.1 0.0 -0.1
H 6.228 -2.192 -0.796 0.0 0.0 0.0
H 5.518 -2.327 0.819 0.0 0.0 0.1
H 5.872 -0.740 0.142 0.1 0.0 0.0
H 3.472 -2.393 -4.629 0.1 0.0 0.0
H 2.236 -2.580 -6.722 0.0 0.0 0.0
H -0.209 -2.201 -6.765 0.0 0.0 -0.1
H -1.396 -1.676 -4.650 -0.1 0.0 0.0
H -0.155 -1.523 -2.557 -0.2 0.0 0.1
H 1.476 4.484 3.540 0.1 0.0 0.0
H 0.123 6.521 3.308 0.0 0.0 0.0
H -1.455 6.745 1.409 0.0 0.1 0.0
H -1.533 4.986 -0.327 0.0 0.0 0.0
H -0.051 3.049 -0.181 -0.1 0.3 -0.1
O 3.982 3.182 -6.591 0.3 0.1 -0.5
C 3.365 2.855 -5.607 -0.1 -0.1 0.2
S 1.635 2.576 -5.572 -0.1 0.0 0.1
C 1.474 2.211 -3.842 0.9 0.2 -0.5
C 2.619 2.207 -3.121 0.0 0.2 -1.1
S 2.846 1.906 -1.458 0.3 0.1 0.9
S 4.099 2.588 -4.035 -0.2 -0.1 0.2
S -0.140 1.939 -3.339 -0.9 0.1 0.1
Se -3.854 3.086 0.965 -0.1 0.6 0.0
Se -4.845 1.028 0.873 -0.6 -0.3 0.2
C -4.579 0.596 -0.977 0.1 0.3 -0.1
C -5.470 -0.257 -1.615 0.0 -0.1 0.2
C -5.320 -0.436 -2.977 0.2 0.0 -0.1
C -4.284 0.217 -3.631 -0.1 -0.1 0.0
C -3.431 1.016 -2.886 0.0 0.0 -0.4
N -3.594 1.213 -1.588 0.3 0.1 0.2
C -2.592 2.693 2.356 -0.1 -0.2 0.0
C -2.287 3.633 3.331 -0.2 0.0 -0.1
C -1.379 3.269 4.307 0.0 -0.3 -0.1
C -0.838 1.991 4.279 -0.1 0.1 0.1
C -1.214 1.135 3.259 0.1 0.0 0.3
N -2.079 1.480 2.319 0.2 -0.1 -0.3
H -6.250 -0.750 -1.050 -0.1 0.0 -0.1
H -6.007 -1.064 -3.529 0.0 0.0 0.0
H -4.149 0.111 -4.696 0.1 0.0 -0.1
H -2.596 1.530 -3.340 0.0 0.0 -0.2
H -2.736 4.616 3.309 0.0 0.0 0.0
H -1.097 3.972 5.076 0.0 0.1 0.1
H -0.137 1.664 5.030 0.1 0.0 0.1
H -0.816 0.136 3.174 0.2 -0.1 0.1
C -2.201 -5.071 -2.061 0.1 0.0 0.2
N -2.574 -3.699 -1.810 -0.2 0.1 -0.2
C -1.820 -2.800 -1.107 -0.2 -0.6 -0.2
N -0.778 -3.298 -0.405 0.0 0.0 -0.1
O -2.094 -1.608 -1.156 0.2 0.9 0.1
H -2.771 -5.444 -2.909 0.0 0.0 0.0
H -2.421 -5.694 -1.188 0.0 -0.1 -0.1
H -1.137 -5.156 -2.297 0.0 0.0 -0.1
H -3.235 -3.261 -2.432 0.1 0.0 0.1
H -0.746 -4.273 -0.171 0.1 0.0 0.0
H -0.303 -2.652 0.220 0.1 -0.1 0.0
```
Positions in Å, forces in eV/Å.

Results
**Multiplicity**: 1
**Energy relative to the best compared isomer or geometry (same formula, charge and spin)**: 1.483 eV
**Molecular weight**: 1189.2 g/mol
**Total energy**: -241756.090 eV
**HOMO**: -3.12 eV
**LUMO**: 0.0714 Ha
**Charge**: -1

No. 2
Formula: C29H37N3O4
Source: OMol25
Level of theory: the ωB97M-V functional and the def2-TZVPD basis

```
73
Properties=species:S:1:pos:R:3:forces:R:3
C 5.931 0.223 -2.369 -0.2 -0.2 0.1
C 4.967 -0.136 -1.235 0.1 -0.1 -0.2
N 3.863 0.807 -1.187 0.4 0.1 0.0
C 2.579 0.451 -1.400 -0.2 0.7 -0.1
O 2.250 -0.667 -1.739 -0.2 -0.4 -0.1
C 1.588 1.591 -1.177 -0.2 -0.4 0.1
C 1.423 1.861 0.323 0.0 0.3 -0.1
C 0.400 2.977 0.536 0.1 -0.1 0.4
N -0.873 2.578 -0.028 0.3 0.2 -0.1
C -1.897 2.309 0.816 -0.3 0.4 -0.2
O -1.891 2.669 1.975 -0.2 -0.1 0.3
C -3.141 1.653 0.199 0.0 -0.1 0.6
C -4.226 1.453 1.257 0.3 0.1 -0.1
C -5.388 0.688 0.691 0.0 0.0 -0.1
C -6.618 0.719 1.338 0.0 0.0 0.0
C -7.702 0.020 0.843 -0.1 0.0 0.1
C -7.570 -0.723 -0.319 0.0 -0.1 -0.1
C -6.351 -0.764 -0.969 0.0 0.0 0.0
C -5.257 -0.067 -0.473 0.0 0.0 0.0
C -3.943 -0.129 -1.215 -0.1 -0.2 -0.3
N -2.846 0.366 -0.413 -0.1 0.1 -0.2
C -1.982 -0.470 0.235 0.1 -0.2 -0.2
O -1.267 -0.099 1.138 0.1 -0.1 0.3
O -1.986 -1.695 -0.306 -0.1 0.1 -0.1
C -1.188 -2.758 0.275 0.4 -0.6 0.4
C 0.298 -2.408 0.288 -0.3 0.2 -0.1
C -1.446 -3.948 -0.650 0.0 0.4 0.2
C -1.692 -3.051 1.688 0.0 0.2 -0.2
C -0.800 2.318 -1.446 0.0 -0.2 -0.3
C 0.226 1.232 -1.768 0.0 0.2 0.0
C 5.674 -0.181 0.100 -0.1 -0.1 0.0
C 5.741 -1.365 0.821 0.0 0.1 -0.1
C 6.388 -1.411 2.043 0.0 0.0 0.1
C 6.974 -0.269 2.562 0.0 -0.1 0.1
C 6.907 0.918 1.853 0.0 0.1 0.0
C 6.262 0.961 0.630 0.0 -0.1 0.0
H 5.403 0.217 -3.319 0.0 0.0 -0.1
H 6.362 1.210 -2.213 0.1 0.1 0.0
H 6.738 -0.503 -2.409 0.1 0.0 0.0
H 4.509 -1.108 -1.444 0.1 0.2 0.1
H 4.076 1.745 -0.886 -0.2 0.0 0.0
H 1.976 2.494 -1.665 0.0 0.0 0.0
H 1.049 0.961 0.813 0.0 -0.1 0.0
H 2.374 2.137 0.782 0.0 0.0 0.0
H 0.734 3.903 0.051 0.0 0.0 0.0
H 0.243 3.160 1.599 0.1 0.1 -0.2
H -3.526 2.310 -0.592 0.1 -0.1 0.0
H -3.785 0.906 2.095 0.0 0.1 0.0
H -4.552 2.420 1.643 0.0 0.0 0.0
H -6.718 1.302 2.242 0.0 0.1 0.1
H -8.650 0.056 1.358 -0.1 0.0 0.0
H -8.412 -1.271 -0.714 -0.1 -0.1 0.0
H -6.239 -1.345 -1.874 0.0 -0.1 -0.1
H -3.724 -1.154 -1.515 -0.1 0.2 0.0
H -4.011 0.482 -2.127 0.0 -0.1 0.1
H 0.637 -2.096 -0.698 0.0 0.0 -0.1
H 0.868 -3.283 0.590 0.0 -0.2 0.0
H 0.493 -1.605 0.993 0.1 0.0 0.0
H -2.512 -4.161 -0.697 -0.1 -0.1 0.0
H -1.091 -3.722 -1.652 0.1 0.0 -0.1
H -0.926 -4.826 -0.279 0.1 -0.1 0.1
H -2.756 -3.281 1.668 -0.1 -0.1 0.0
H -1.154 -3.900 2.102 0.1 -0.1 0.0
H -1.531 -2.188 2.328 0.0 0.0 0.1
H -0.496 3.255 -1.935 -0.1 -0.1 0.0
H -1.773 2.031 -1.837 0.0 0.1 0.0
H -0.095 0.282 -1.346 0.0 -0.1 -0.1
H 0.305 1.110 -2.850 0.0 -0.1 0.0
H 5.280 -2.256 0.421 -0.1 -0.1 -0.1
H 6.434 -2.339 2.593 0.0 -0.1 0.0
H 7.479 -0.302 3.516 0.0 0.0 0.1
H 7.360 1.814 2.253 0.0 0.1 0.0
H 6.224 1.895 0.086 0.0 0.1 -0.1
```
Positions in Å, forces in eV/Å.

Results
**SMILES**: C[C@H](NC(=O)C1CCN(C(=O)[C@@H]2Cc3ccccc3CN2C(=O)OC(C)(C)C)CC1)c1ccccc1
**Multiplicity**: 1
**Energy relative to the best compared isomer or geometry (same formula, charge and spin)**: 0.058 eV
**Molecular weight**: 491.6 g/mol
**Total energy**: -43336.824 eV
**HOMO**: -8.85 eV
**LUMO**: 0.0240 Ha
**Charge**: 0

No. 3
Formula: C30H42F18NO14S
Source: OMol25
Level of theory: the ωB97M-V functional and the def2-TZVPD basis

```
106
Properties=species:S:1:pos:R:3:forces:R:3
C 4.201 -0.639 -0.315 -0.2 -0.1 -0.2
C 2.937 -0.092 0.391 1.6 -1.3 0.6
C 3.065 -0.579 1.866 -0.3 0.4 -0.2
C 1.749 -0.747 -0.340 0.2 0.1 0.5
C 0.409 -0.023 -0.275 -0.3 1.0 -1.3
O -0.227 -0.274 -1.529 -0.3 -0.2 0.5
S -0.654 -0.857 0.966 1.2 -1.9 0.8
O -0.273 -0.591 2.321 -0.2 1.3 0.0
O -0.668 -2.254 0.651 -0.5 -0.1 -0.8
C -2.430 -0.327 0.743 -0.5 -0.4 0.6
F -2.982 -0.879 -0.338 0.3 0.5 0.0
F -3.063 -0.833 1.812 0.2 0.2 -0.3
F -2.602 0.999 0.747 0.0 -0.3 -0.3
C 0.484 1.511 -0.104 0.1 -0.5 0.9
C 1.720 2.075 0.620 -0.4 1.9 0.6
C 1.494 2.205 2.140 0.7 -0.2 -0.4
C 1.871 3.541 0.136 0.3 -0.4 0.1
N 2.981 1.386 0.271 -2.5 -1.3 -1.6
O 3.409 1.751 -0.883 -0.5 -0.2 -0.4
H 4.383 -1.667 -0.006 -0.2 0.0 0.0
H 4.080 -0.643 -1.396 0.2 0.2 0.0
H 5.078 -0.056 -0.048 0.0 0.1 0.0
H 3.286 0.251 2.532 -0.1 0.0 0.1
H 2.169 -1.108 2.182 -0.1 0.2 0.3
H 3.888 -1.283 1.949 0.0 0.0 0.0
H 2.007 -0.851 -1.392 -0.3 0.3 -0.1
H 1.679 -1.767 0.039 -0.2 0.0 -0.1
H -0.972 0.338 -1.599 0.0 0.0 -0.2
H -0.387 1.847 0.464 0.0 0.1 0.0
H 0.390 1.979 -1.082 0.2 -0.3 -0.2
H 1.309 1.257 2.633 -0.2 0.1 0.1
H 2.385 2.686 2.548 0.0 -0.2 0.2
H 0.686 2.917 2.289 -0.3 -0.3 0.1
H 2.868 3.880 0.411 -0.1 0.1 -0.2
H 1.735 3.622 -0.938 0.2 0.1 0.0
H 1.172 4.190 0.651 -0.3 -0.2 -0.1
C 3.747 8.633 -2.222 -0.1 -0.3 0.1
C 3.676 9.319 -0.875 0.3 0.3 -0.4
O 2.671 8.717 -0.037 -0.1 0.0 0.2
C 3.030 7.609 0.593 0.3 0.2 -0.2
O 4.094 7.068 0.532 -0.1 -0.1 0.2
C 1.874 7.115 1.479 -0.5 -0.2 0.3
F 0.699 7.156 0.835 0.1 0.0 -0.1
F 1.757 7.881 2.573 0.2 0.1 -0.1
F 2.075 5.860 1.873 0.2 0.3 0.1
H 2.766 8.627 -2.698 0.0 0.1 0.0
H 4.452 9.148 -2.873 0.0 0.0 0.0
H 4.065 7.596 -2.119 0.1 0.0 0.0
H 3.377 10.358 -0.995 -0.2 0.0 0.1
H 4.641 9.311 -0.370 -0.1 -0.2 0.1
C -5.250 -3.927 0.712 0.2 -0.3 0.1
C -5.324 -3.209 2.040 0.4 0.3 -0.5
O -6.363 -3.765 2.872 -0.1 0.1 0.2
C -6.054 -4.867 3.536 0.3 0.2 -0.2
O -5.008 -5.444 3.514 -0.1 -0.1 0.1
C -7.250 -5.298 4.404 -0.3 -0.2 0.2
F -8.401 -5.234 3.723 0.1 0.0 0.0
F -7.362 -4.497 5.474 0.1 0.0 -0.1
F -7.100 -6.546 4.839 0.1 0.0 0.0
H -6.212 -3.920 0.227 0.3 0.1 0.0
H -4.518 -3.452 0.058 0.0 0.0 0.1
H -4.965 -4.971 0.846 0.1 0.0 0.0
H -5.588 -2.165 1.886 -0.2 0.0 0.2
H -4.368 -3.228 2.561 -0.1 -0.2 0.1
C -1.318 -6.786 -0.550 0.0 0.3 -0.1
C -0.010 -7.360 -1.048 -0.4 -0.4 0.3
O 0.627 -6.468 -1.986 0.2 0.0 -0.2
C 1.313 -5.468 -1.455 -0.2 -0.3 0.2
O 1.453 -5.240 -0.290 0.2 0.2 -0.1
C 1.965 -4.629 -2.567 0.1 0.3 -0.4
F 1.115 -4.378 -3.569 -0.1 -0.1 0.1
F 3.023 -5.266 -3.089 0.0 -0.1 0.2
F 2.382 -3.461 -2.083 0.1 0.0 0.1
H -1.970 -6.540 -1.389 0.0 -0.1 0.0
H -1.826 -7.502 0.094 0.0 0.0 0.0
H -1.155 -5.868 0.015 0.0 -0.1 0.1
H -0.185 -8.285 -1.593 0.1 0.1 -0.2
H 0.668 -7.587 -0.227 0.1 0.2 0.0
C -9.747 -2.725 -4.648 0.0 -0.3 0.2
C -9.018 -1.838 -3.663 -0.1 0.2 -0.5
O -9.138 -2.342 -2.318 0.0 0.0 0.2
C -8.307 -3.317 -1.986 0.1 0.2 -0.4
O -7.476 -3.816 -2.685 0.0 -0.1 0.2
C -8.529 -3.706 -0.517 -0.5 -0.5 1.2
F -9.827 -3.822 -0.214 -0.1 0.1 -0.3
F -8.022 -2.784 0.319 -0.1 0.3 -0.4
F -7.959 -4.875 -0.208 -0.2 0.1 -0.5
H -10.788 -2.850 -4.349 0.0 0.1 0.0
H -9.715 -2.289 -5.646 0.0 0.0 0.0
H -9.298 -3.717 -4.689 0.1 0.0 0.0
H -9.463 -0.846 -3.647 -0.1 0.0 0.2
H -7.967 -1.721 -3.927 0.1 -0.2 0.1
C 10.108 3.310 0.775 -0.2 -0.3 -0.1
C 9.161 4.489 0.719 0.5 0.1 0.2
O 7.936 4.143 0.046 -0.1 0.1 -0.1
C 7.031 3.507 0.777 0.3 0.2 0.1
O 7.139 3.198 1.927 -0.2 -0.1 0.0
C 5.767 3.251 -0.062 -0.3 0.0 -0.5
F 6.068 2.791 -1.282 0.3 0.1 0.0
F 5.069 4.387 -0.218 0.3 0.1 0.1
F 4.977 2.367 0.519 1.8 0.7 1.2
H 10.287 2.918 -0.227 0.1 0.1 0.0
H 11.059 3.608 1.214 0.0 0.0 0.0
H 9.690 2.500 1.371 0.0 0.1 0.1
H 9.599 5.297 0.137 -0.2 0.0 -0.2
H 8.946 4.879 1.713 -0.2 -0.1 0.0
```
Positions in Å, forces in eV/Å.

Results
**Multiplicity**: 2
**Energy relative to the best compared isomer or geometry (same formula, charge and spin)**: 0.000 eV
**Molecular weight**: 1014.7 g/mol
**Total energy**: -121694.391 eV
**HOMO (alpha / beta)**: -8.68 / -9.57 eV
**LUMO (alpha / beta)**: 0.0149 / 0.0059 Ha
**Charge**: 0

Q: What is the energy relative to the best compared isomer or geometry (same formula, charge and spin) in the first record?
A: 1.483 eV

Q: Which of these has the highest energy relative to the best compared isomer or geometry (same formula, charge and spin)?
A: C45H42BBaN10O2S4Se2

Q: Look up the charge of the third one.
A: 0